Computed, not measured: 11 unconnected molecules or ions with the total composition C25H53F3N12O24 at a distorted geometry, with ωB97M-V with the def2-TZVPD basis set.

Last columns: bonded neighbours and bond lengths (Å).
Geometry (Å):
1 C -6.486 -2.252 -0.521  C2 1.645, H25 1.183, H26 1.186, H27 1.178
2 C -4.924 -2.220 -1.037  C1 1.645, O3 1.473, H28 1.184, H29 1.192
3 O -4.753 -1.887 -2.461  C2 1.473, C4 1.476
4 C -5.200 -2.982 -3.344  O3 1.476, C5 1.672, H30 1.171, H31 1.186
5 C -3.931 -3.870 -3.974  C4 1.672, O6 1.475, H32 1.174, H33 1.171
6 O -3.015 -4.170 -2.858  C5 1.475, C7 1.471
7 C -1.615 -4.257 -3.301  O6 1.471, C8 1.673, H34 1.193, H35 1.170
8 C -0.949 -2.723 -3.339  C7 1.673, O9 1.470, H36 1.170, H37 1.183
9 O -0.628 -2.396 -1.942  C8 1.470, C10 1.470
10 C 0.732 -1.859 -1.785  O9 1.470, C11 1.637, H38 1.194, H39 1.180
11 C 0.832 -0.229 -1.671  C10 1.637, C12 1.655, C14 1.674, H40 1.194
12 C 0.002 0.592 -2.844  C11 1.655, N13 1.317
13 N -0.760 1.114 -3.783  C12 1.317
14 C 0.516 0.356 -0.135  C11 1.674, C15 1.674, C17 1.634, C21 1.638
15 C 0.244 1.988 -0.391  C14 1.674, N16 1.317
16 N 0.387 3.297 -0.432  C15 1.317
17 C 1.864 0.046 0.734  C14 1.634, C18 1.630, H41 1.193, H42 1.191
18 C 1.819 0.438 2.315  C17 1.630, C19 1.658, O20 1.469, H43 1.195
19 C 1.075 -0.679 3.287  C18 1.658, H44 1.190, H45 1.178, H46 1.173
20 O 1.273 1.764 2.637  C18 1.469, H47 1.022
21 C -0.881 -0.226 0.492  C14 1.638, F22 1.511, F23 1.511, F24 1.480
22 F -1.321 0.706 1.598  C21 1.511
23 F -2.008 -0.162 -0.514  C21 1.511
24 F -0.835 -1.631 0.953  C21 1.480
25 H -7.144 -1.790 -1.389  C1 1.183
26 H -6.789 -3.398 -0.460  C1 1.186
27 H -6.658 -1.735 0.524  C1 1.178
28 H -4.361 -3.208 -0.705  C2 1.184
29 H -4.399 -1.340 -0.428  C2 1.192
30 H -5.947 -3.728 -2.838  C4 1.171
31 H -5.705 -2.461 -4.283  C4 1.186
32 H -4.313 -4.850 -4.496  C5 1.174
33 H -3.402 -3.198 -4.774  C5 1.171
34 H -1.026 -4.814 -2.426  C7 1.193
35 H -1.447 -4.852 -4.295  C7 1.170
36 H -0.031 -2.790 -4.061  C8 1.170
37 H -1.800 -1.988 -3.704  C8 1.183
38 H 1.157 -2.331 -0.774  C10 1.194
39 H 1.493 -2.192 -2.623  C10 1.180
40 H 1.980 0.047 -1.853  C11 1.194
41 H 2.749 0.682 0.247  C17 1.193
42 H 2.236 -1.083 0.668  C17 1.191
43 H 2.954 0.456 2.688  C18 1.195
44 H 1.609 -0.708 4.351  C19 1.190
45 H 1.111 -1.775 2.857  C19 1.178
46 H -0.053 -0.440 3.503  C19 1.173
47 H 0.589 1.706 3.394  O20 1.022
48 C -1.814 -8.489 -3.252  N49 1.488, H52 1.092, H53 1.092, H54 1.092
49 N -0.476 -7.941 -2.903  C48 1.488, O50 1.237, O51 1.237
50 O 0.242 -8.627 -2.166  N49 1.237
51 O -0.185 -6.837 -3.377  N49 1.237
52 H -1.936 -9.460 -2.767  C48 1.092
53 H -2.565 -7.782 -2.891  C48 1.092
54 H -1.855 -8.592 -4.338  C48 1.092
55 C 1.003 5.267 3.999  N56 1.488, H59 1.092, H60 1.092, H61 1.092
56 N 2.056 4.886 4.979  C55 1.488, O57 1.237, O58 1.237
57 O 1.679 4.493 6.089  N56 1.237
58 O 3.230 4.994 4.607  N56 1.237
59 H 0.023 5.123 4.459  C55 1.092
60 H 1.158 6.317 3.741  C55 1.092
61 H 1.118 4.622 3.126  C55 1.092
62 C 2.584 -8.546 -5.872  N63 1.488, H66 1.092, H67 1.092, H68 1.092
63 N 1.732 -9.738 -5.614  C62 1.488, O64 1.237, O65 1.237
64 O 2.266 -10.848 -5.716  N63 1.237
65 O 0.550 -9.525 -5.317  N63 1.237
66 H 3.593 -8.880 -6.121  C62 1.092
67 H 2.142 -7.999 -6.708  C62 1.092
68 H 2.591 -7.943 -4.962  C62 1.092
69 C 0.138 9.974 2.806  N70 1.488, H73 1.092, H74 1.092, H75 1.092
70 N 0.828 8.657 2.800  C69 1.488, O71 1.237, O72 1.237
71 O 1.489 8.359 3.802  N70 1.237
72 O 0.688 7.958 1.789  N70 1.237
73 H 0.348 10.479 3.751  C69 1.092
74 H 0.526 10.553 1.965  C69 1.092
75 H -0.932 9.786 2.698  C69 1.092
76 C 0.855 -9.885 0.929  N77 1.488, H80 1.092, H81 1.092, H82 1.092
77 N 1.227 -10.960 1.887  C76 1.488, O78 1.237, O79 1.237
78 O 1.335 -12.106 1.438  N77 1.237
79 O 1.399 -10.622 3.064  N77 1.237
80 H 0.735 -10.323 -0.064  C76 1.092
81 H -0.085 -9.447 1.273  C76 1.092
82 H 1.660 -9.148 0.931  C76 1.092
83 C 3.251 -1.383 8.074  N84 1.488, H87 1.092, H88 1.092, H89 1.092
84 N 3.099 -1.711 6.631  C83 1.488, O85 1.237, O86 1.237
85 O 4.134 -1.813 5.962  N84 1.237
86 O 1.945 -1.858 6.211  N84 1.237
87 H 4.314 -1.283 8.304  C83 1.092
88 H 2.727 -0.442 8.255  C83 1.092
89 H 2.808 -2.200 8.647  C83 1.092
90 C -8.071 1.287 0.377  N91 1.488, H94 1.092, H95 1.092, H96 1.092
91 N -8.483 0.938 -1.009  C90 1.488, O92 1.237, O93 1.237
92 O -8.117 1.695 -1.916  N91 1.237
93 O -9.163 -0.085 -1.148  N91 1.237
94 H -7.481 2.206 0.350  C90 1.092
95 H -8.979 1.429 0.965  C90 1.092
96 H -7.474 0.457 0.762  C90 1.092
97 C 4.767 7.704 4.226  N98 1.488, H101 1.092, H102 1.092, H103 1.092
98 N 5.525 8.536 3.254  C97 1.488, O99 1.237, O100 1.237
99 O 5.909 7.985 2.216  N98 1.237
100 O 5.714 9.719 3.560  N98 1.237
101 H 4.677 6.690 3.829  C97 1.092
102 H 5.326 7.702 5.164  C97 1.092
103 H 3.782 8.158 4.352  C97 1.092
104 C -0.711 4.947 -3.266  N105 1.488, H108 1.092, H109 1.092, H110 1.092
105 N -1.386 6.261 -3.440  C104 1.488, O106 1.237, O107 1.237
106 O -0.688 7.276 -3.323  N105 1.237
107 O -2.597 6.238 -3.688  N105 1.237
108 H 0.347 5.119 -3.053  C104 1.092
109 H -1.194 4.436 -2.430  C104 1.092
110 H -0.831 4.389 -4.196  C104 1.092
111 C 6.133 9.185 -0.794  N112 1.488, H115 1.092, H116 1.092, H117 1.092
112 N 6.891 10.017 -1.766  C111 1.488, O113 1.237, O114 1.237
113 O 7.275 9.466 -2.805  N112 1.237
114 O 7.080 11.200 -1.460  N112 1.237
115 H 6.042 8.171 -1.191  C111 1.092
116 H 6.692 9.183 0.144  C111 1.092
117 H 5.148 9.639 -0.668  C111 1.092

## Properties
- spin multiplicity = 1
- SMILES = CCOCCOCCOC[C@@H](C#N)[C@](C#N)(C[C@H](C)O)C(F)(F)F.C[N+](=O)[O-].C[N+](=O)[O-].C[N+](=O)[O-].C[N+](=O)[O-].C[N+](=O)[O-].C[N+](=O)[O-].C[N+](=O)[O-].C[N+](=O)[O-].C[N+](=O)[O-].C[N+](=O)[O-]

Results of the Löwdin charge analysis, in e, for atoms 1 through 8:
1. C -0.1064
2. C -0.2508
3. O -0.2091
4. C -0.1557
5. C -0.1616
6. O -0.2219
7. C -0.1659
8. C -0.1396

***

Computed, not measured: 3 unconnected molecules or ions with the total composition C25H54BrF3N8O3P3S at a distorted geometry, with ωB97M-V with the def2-TZVPD basis set.

Last columns: bonded neighbours and bond lengths (Å).
Geometry (Å):
1 F 1.392 1.939 1.963  C2 1.381
2 C 1.456 0.596 1.652  F1 1.381, F3 1.390, F4 1.378, C5 1.556
3 F 1.429 -0.052 2.882  C2 1.390
4 F 0.299 0.336 0.950  C2 1.378
5 C 2.714 0.246 0.807  C2 1.556, C6 1.601, H23 1.124, H24 1.129
6 C 2.675 -1.258 0.261  C5 1.601, C7 1.550, H25 1.124, H26 1.114
7 C 3.402 -2.131 1.316  C6 1.550, C8 1.486, N18 1.369
8 C 4.874 -1.952 1.402  C7 1.486, C9 1.474, H27 1.111
9 C 5.584 -2.732 2.433  C8 1.474, C10 1.541, C14 1.507
10 C 7.107 -2.653 2.653  C9 1.541, C11 1.663, H28 1.119, H29 1.115
11 C 7.410 -1.200 3.404  C10 1.663, C12 1.621, O13 1.459, H30 1.148
12 C 6.334 -0.823 4.556  C11 1.621, O13 1.565, H31 1.121, H32 1.114
13 O 6.424 -0.156 3.144  C11 1.459, C12 1.565
14 C 4.705 -3.651 3.242  C9 1.507, P15 1.896, N17 1.335
15 P 5.510 -4.727 4.580  C14 1.896, S16 1.953, H33 1.423, H34 1.437
16 S 4.136 -5.601 5.660  P15 1.953
17 N 3.387 -3.788 3.080  C14 1.335, N18 1.307
18 N 2.829 -3.034 2.171  C7 1.369, N17 1.307, C19 1.506
19 C 1.335 -3.198 2.066  N18 1.506, C20 1.582, H35 1.127, H36 1.114
20 C 0.926 -4.372 1.088  C19 1.582, C21 1.576, H37 1.119, H38 1.127
21 C 1.248 -4.103 -0.431  C20 1.576, Br22 1.964, H39 1.126, H40 1.125
22 Br 0.947 -5.760 -1.441  C21 1.964
23 H 2.832 0.995 -0.022  C5 1.124
24 H 3.613 0.395 1.474  C5 1.129
25 H 3.197 -1.275 -0.734  C6 1.124
26 H 1.608 -1.524 0.084  C6 1.114
27 H 5.431 -1.263 0.733  C8 1.111
28 H 7.625 -2.593 1.663  C10 1.119
29 H 7.532 -3.439 3.320  C10 1.115
30 H 8.506 -0.916 3.589  C11 1.148
31 H 6.376 0.205 4.999  C12 1.121
32 H 5.430 -1.458 4.697  C12 1.114
33 H 6.320 -3.913 5.421  P15 1.423
34 H 6.254 -5.788 3.960  P15 1.437
35 H 0.989 -3.532 3.085  C19 1.127
36 H 0.811 -2.235 1.871  C19 1.114
37 H 1.445 -5.315 1.396  C20 1.119
38 H -0.181 -4.579 1.145  C20 1.127
39 H 0.593 -3.266 -0.806  C21 1.126
40 H 2.332 -3.823 -0.544  C21 1.125
41 O -4.374 -0.703 -1.895  P42 1.530
42 P -5.134 -0.682 -0.567  O41 1.530, N43 1.711, N46 1.731, N49 1.741
43 N -5.786 0.881 -0.814  P42 1.711, C44 1.444, C45 1.458
44 C -5.472 2.153 -0.209  N43 1.444, H52 1.098, H53 1.096, H54 1.085
45 C -6.719 1.032 -1.925  N43 1.458, H55 1.098, H56 1.093, H57 1.091
46 N -3.680 -0.727 0.372  P42 1.731, C47 1.448, C48 1.464
47 C -3.142 0.387 1.124  N46 1.448, H58 1.097, H59 1.094, H60 1.092
48 C -2.565 -1.461 -0.228  N46 1.464, H61 1.094, H62 1.091, H63 1.096
49 N -6.043 -0.824 0.912  P42 1.741, C50 1.450, C51 1.461
50 C -7.167 -0.020 1.352  N49 1.450, H64 1.094, H65 1.094, H66 1.088
51 C -5.619 -1.768 1.944  N49 1.461, H67 1.092, H68 1.089, H69 1.097
52 H -6.396 2.675 0.075  C44 1.098
53 H -4.912 2.801 -0.892  C44 1.096
54 H -4.915 2.084 0.720  C44 1.085
55 H -7.666 0.524 -1.704  C45 1.098
56 H -6.317 0.606 -2.848  C45 1.093
57 H -6.954 2.077 -2.133  C45 1.091
58 H -2.825 1.209 0.470  C47 1.097
59 H -2.271 0.078 1.710  C47 1.094
60 H -3.857 0.746 1.867  C47 1.092
61 H -2.037 -0.852 -0.969  C48 1.094
62 H -2.916 -2.371 -0.715  C48 1.091
63 H -1.842 -1.775 0.533  C48 1.096
64 H -6.824 0.846 1.925  C50 1.094
65 H -7.839 -0.592 1.998  C50 1.094
66 H -7.794 0.318 0.529  C50 1.088
67 H -5.059 -1.263 2.734  C51 1.092
68 H -5.003 -2.565 1.531  C51 1.089
69 H -6.479 -2.270 2.406  C51 1.097
70 O 1.859 1.975 -2.120  P71 1.540
71 P 0.542 2.767 -2.226  O70 1.540, N72 1.710, N75 1.727, N78 1.741
72 N -0.193 1.628 -3.267  P71 1.710, C73 1.445, C74 1.456
73 C -0.489 1.673 -4.681  N72 1.445, H81 1.098, H82 1.095, H83 1.084
74 C -0.444 0.306 -2.710  N72 1.456, H84 1.093, H85 1.096, H86 1.091
75 N 1.301 4.095 -3.028  P71 1.727, C76 1.449, C77 1.466
76 C 1.151 4.413 -4.434  N75 1.449, H87 1.096, H88 1.094, H89 1.092
77 C 2.691 4.361 -2.644  N75 1.466, H90 1.097, H91 1.091, H92 1.093
78 N -0.941 3.678 -2.201  P71 1.741, C79 1.451, C80 1.462
79 C -2.265 3.244 -2.606  N78 1.451, H93 1.094, H94 1.094, H95 1.089
80 C -0.924 5.098 -1.852  N78 1.462, H96 1.092, H97 1.089, H98 1.097
81 H -1.512 1.319 -4.864  C73 1.098
82 H 0.196 1.044 -5.260  C73 1.095
83 H -0.476 2.668 -5.111  C73 1.084
84 H -1.246 0.354 -1.968  C74 1.093
85 H 0.447 -0.099 -2.218  C74 1.096
86 H -0.747 -0.421 -3.465  C74 1.091
87 H 1.581 3.636 -5.077  C76 1.096
88 H 1.651 5.355 -4.676  C76 1.094
89 H 0.104 4.585 -4.692  C76 1.092
90 H 3.387 3.690 -3.162  C77 1.097
91 H 2.827 4.240 -1.569  C77 1.091
92 H 2.971 5.390 -2.880  C77 1.093
93 H -2.433 3.452 -3.666  C79 1.094
94 H -3.046 3.766 -2.045  C79 1.094
95 H -2.445 2.187 -2.413  C79 1.089
96 H -0.949 5.725 -2.745  C80 1.092
97 H -0.042 5.357 -1.267  C80 1.089
98 H -1.782 5.368 -1.224  C80 1.097

## Properties
- spin multiplicity = 1
- charge = +1

Results of the Löwdin charge analysis, in e, for atoms 1 through 8:
1. F 0.1071
2. C -0.5095
3. F 0.0932
4. F 0.0907
5. C -0.0309
6. C -0.0812
7. C -0.0938
8. C 0.1149

***

Record-wise highest occupied orbital energy values, in eV: -9.66 -9.52
Record-wise frontier orbital gap values, in eV: 8.930 4.979